(1)
Formula: C3H3F2I
Source: the Open Molecules 2025 dataset
Level of theory: ωB97M-V/def2-TZVPD

Values from the calculation:
Energy relative to the best compared isomer or geometry (same formula, charge and spin) (kcal per mole): 78.1
LUMO (spin up / spin down) (eV): -0.69 / -0.15
Highest occupied orbital energy (spin up / spin down) (Ha): -0.327 / -0.311
Frontier orbital gap (spin up / spin down) (eV): 8.2 / 8.3

Each line ends with the natural charge from an NBO analysis.
Element x y z (Å)
1 C 0.16783 -0.40625 0.22083  -0.610
2 C -1.03518 0.14956 -0.53598  -0.299
3 C 0.71276 -1.99038 0.27223  0.723
4 F 1.38504 -2.29808 -0.78541  -0.322
5 F -0.19035 -2.89441 0.46118  -0.318
6 I -3.04761 -0.14890 -0.00762  0.163
7 H 1.14315 0.08559 -0.05931  0.241
8 H 0.02075 -0.15744 1.22437  0.223
9 H -0.97601 0.34604 -1.65171  0.199

***

(2)
Formula: C3H3F2N3
Source: the Open Molecules 2025 dataset
Level of theory: ωB97M-V/def2-TZVPD

Values from the calculation:
Energy relative to the best compared isomer or geometry (same formula, charge and spin) (kcal per mole): 63.7
LUMO (spin up / spin down) (eV): -1.58 / -1.59
Highest occupied orbital energy (spin up / spin down) (Ha): -0.368 / -0.368
Frontier orbital gap (spin up / spin down) (eV): 8.4 / 8.4

Each line ends with the natural charge from an NBO analysis.
Element x y z (Å)
1 C -1.42169 1.25314 -1.09810  0.449
2 C -0.04694 -0.46538 0.37117  0.386
3 C -0.55931 0.30866 1.38798  0.347
4 N -1.52876 0.39999 -1.92166  -0.353
5 N -0.63359 -1.03707 -0.60503  -0.483
6 N -1.33002 1.99426 -0.06591  -0.665
7 F 1.29062 -0.01362 0.12433  -0.388
8 F -1.67942 -0.10055 1.92138  -0.274
9 H 0.07164 0.99222 1.99799  0.215
10 H 0.01177 -1.33364 -1.32048  0.397
11 H -0.57134 2.53240 -0.08194  0.368

***

(3)
Formula: C3H3F2NO
Source: the Open Molecules 2025 dataset
Level of theory: ωB97M-V/def2-TZVPD

Values from the calculation:
Energy relative to the best compared isomer or geometry (same formula, charge and spin) (kcal per mole): 44.7
LUMO (eV): -0.70
Highest occupied orbital energy (Ha): -0.460
Frontier orbital gap (eV): 11.8

Each line ends with the natural charge from an NBO analysis.
Element x y z (Å)
1 C 0.94206 -1.14543 -0.35668  0.165
2 C 0.19059 1.22939 0.24766  0.040
3 C -0.16276 -0.30498 -0.08190  0.538
4 N 1.86106 -1.81697 -0.44713  -0.194
5 O -1.27964 -0.46005 -0.83448  -0.626
6 F 0.61744 1.72199 -0.89406  -0.324
7 F -0.59347 -1.04092 1.52966  -0.507
8 H 0.84609 1.43922 1.10686  0.206
9 H -0.81346 1.72503 0.51749  0.187
10 H -1.60791 -1.34730 -0.78742  0.515

***

(4)
Formula: C3H3F2NO
Source: the Open Molecules 2025 dataset
Level of theory: ωB97M-V/def2-TZVPD

Values from the calculation:
Energy relative to the best compared isomer or geometry (same formula, charge and spin) (kcal per mole): 32.4
LUMO (spin up / spin down) (eV): 0.79 / -2.47
Highest occupied orbital energy (spin up / spin down) (Ha): -0.246 / -0.410
Frontier orbital gap (spin up / spin down) (eV): 7.5 / 8.7
Spin multiplicity: 3
<S²>: 2.01

Each line ends with the natural charge from an NBO analysis.
Element x y z (Å)
1 C 0.44782 1.64710 0.25222  0.641
2 C -1.17370 0.04568 -0.49831  -0.190
3 C 2.40293 -0.02404 0.24289  0.679
4 N -0.58703 1.05518 -0.05988  -0.514
5 O 2.92417 -0.11654 -0.80975  -0.510
6 F 0.48514 2.93744 0.09557  -0.301
7 F 1.57554 -1.04140 0.62638  -0.343
8 H -1.25501 -0.08710 -1.54966  0.194
9 H -1.70375 -0.55236 0.29067  0.187
10 H 2.72498 0.76794 0.89058  0.157

***

Please write out number 1 again, unchanged.
Formula: C3H3F2I
Source: the Open Molecules 2025 dataset
Level of theory: ωB97M-V/def2-TZVPD

Values from the calculation:
Energy relative to the best compared isomer or geometry (same formula, charge and spin) (kcal per mole): 78.1
LUMO (spin up / spin down) (eV): -0.69 / -0.15
Highest occupied orbital energy (spin up / spin down) (Ha): -0.327 / -0.311
Frontier orbital gap (spin up / spin down) (eV): 8.2 / 8.3

Each line ends with the natural charge from an NBO analysis.
Element x y z (Å)
1 C 0.16783 -0.40625 0.22083  -0.610
2 C -1.03518 0.14956 -0.53598  -0.299
3 C 0.71276 -1.99038 0.27223  0.723
4 F 1.38504 -2.29808 -0.78541  -0.322
5 F -0.19035 -2.89441 0.46118  -0.318
6 I -3.04761 -0.14890 -0.00762  0.163
7 H 1.14315 0.08559 -0.05931  0.241
8 H 0.02075 -0.15744 1.22437  0.223
9 H -0.97601 0.34604 -1.65171  0.199

***

> What is the energy relative to the best compared isomer or geometry (same formula, charge and spin) in the fourth record?

32.4 kcal per mole